This record from OMol25 describes 2 unconnected molecules or ions with the total composition C4H6O2. The level of theory is ωB97M-V/def2-TZVPD.

Max |F|: 0.00718 Eh/bohr
Energy above the lowest of the compared OMol25 structures with the same formula, charge and spin: 631.0 kJ/mol
Frontier orbital gap: 8.79 eV
E: -306.2660 Ha

```
12
Properties=species:S:1:pos:R:3:forces:R:3:lowdin_charge:R:1
O -1.500 -1.544 -0.106 0.014 0.167 -0.148 -0.0277
C -1.351 -0.702 -0.985 0.056 0.032 -0.016 -0.3327
C -0.415 0.385 -0.951 -0.002 -0.263 -0.259 -0.1105
C 0.487 0.447 0.160 -0.156 0.026 0.081 -0.4517
C 1.157 -0.474 1.048 -0.074 -0.193 0.172 -0.0082
O 1.831 0.564 0.277 0.173 0.149 -0.119 0.0516
H -1.981 -0.725 -1.899 0.047 -0.050 0.132 0.1125
H -0.501 1.299 0.333 0.028 0.166 0.235 0.1927
H -0.269 1.064 -1.783 -0.025 -0.089 0.097 0.1070
H 0.076 1.476 1.094 0.012 -0.068 -0.027 0.2097
H 1.145 -0.305 2.121 -0.014 -0.031 -0.167 0.1258
H 1.320 -1.486 0.693 -0.058 0.156 0.020 0.1314
```
Positions in Å, forces in eV/Å.


This record from OMol25 describes 2 unconnected molecules or ions with the total composition C8H12BN3O2. The level of theory is ωB97M-V/def2-TZVPD.

Max |F|: 0.09841 Eh/bohr
Energy above the lowest of the compared OMol25 structures with the same formula, charge and spin: 468.7 kJ/mol
Frontier orbital gap (alpha / beta): 7.96 / 7.96 eV
E: -651.5840 Ha

```
26
Properties=species:S:1:pos:R:3:forces:R:3:lowdin_charge:R:1
B 2.519 0.857 -0.600 -0.192 -1.610 2.014 -0.7554
C -2.879 0.467 -0.862 -0.480 -0.112 -0.670 -0.0922
C -3.256 1.558 -0.193 1.075 1.643 2.557 -0.0721
C -1.809 -0.246 -0.469 1.970 -1.813 -1.342 -0.0507
C -2.489 2.007 0.897 0.210 -1.073 0.323 -0.1005
C -1.078 0.211 0.574 2.452 -0.670 4.033 -0.2599
C 2.657 -1.568 -1.309 0.598 2.768 -0.343 0.0228
C 3.182 -0.314 -1.403 -0.618 -1.134 -0.020 -0.0190
C 0.137 -0.529 1.276 -3.686 -2.046 -2.799 -0.0003
N -1.388 1.329 1.277 -0.806 0.440 -0.539 0.0893
N -0.484 -2.963 1.401 2.288 0.238 -0.361 0.0448
N 0.275 -1.883 1.387 -1.299 1.968 0.714 -0.1319
O 2.725 1.046 0.753 1.726 -0.312 -0.183 0.1354
O 1.408 1.344 -1.102 -3.711 2.166 -1.569 0.1806
H -3.479 0.247 -1.680 -0.712 -0.960 -1.547 0.1007
H -4.117 2.056 -0.460 -1.725 1.144 -0.513 0.0816
H -1.372 -1.052 -1.073 -0.576 0.025 0.368 0.1344
H -2.842 2.806 1.576 0.481 -0.233 -0.696 0.1149
H 3.071 -2.341 -1.899 0.202 -0.890 -0.486 0.0398
H 1.727 -1.726 -0.795 0.014 -0.312 0.520 0.0327
H 3.917 -0.115 -2.170 0.533 -0.222 0.206 0.0788
H 0.809 0.110 1.734 1.589 0.534 0.585 0.0676
H -1.359 -2.776 1.000 -1.690 0.787 -0.584 -0.0054
H 1.189 -2.139 1.694 0.731 -0.035 0.564 0.1332
H 2.299 1.831 1.072 -0.421 0.543 0.334 0.0890
H 0.638 1.783 -0.624 2.046 -0.833 -0.567 0.1417
```
Positions in Å, forces in eV/Å.


- Which value of max |F| does entry 2 give?
  0.09841 Eh/bohr


Repeat the first record exactly.
This record from OMol25 describes 2 unconnected molecules or ions with the total composition C4H6O2. The level of theory is ωB97M-V/def2-TZVPD.

Max |F|: 0.00718 Eh/bohr
Energy above the lowest of the compared OMol25 structures with the same formula, charge and spin: 631.0 kJ/mol
Frontier orbital gap: 8.79 eV
E: -306.2660 Ha

```
12
Properties=species:S:1:pos:R:3:forces:R:3:lowdin_charge:R:1
O -1.500 -1.544 -0.106 0.014 0.167 -0.148 -0.0277
C -1.351 -0.702 -0.985 0.056 0.032 -0.016 -0.3327
C -0.415 0.385 -0.951 -0.002 -0.263 -0.259 -0.1105
C 0.487 0.447 0.160 -0.156 0.026 0.081 -0.4517
C 1.157 -0.474 1.048 -0.074 -0.193 0.172 -0.0082
O 1.831 0.564 0.277 0.173 0.149 -0.119 0.0516
H -1.981 -0.725 -1.899 0.047 -0.050 0.132 0.1125
H -0.501 1.299 0.333 0.028 0.166 0.235 0.1927
H -0.269 1.064 -1.783 -0.025 -0.089 0.097 0.1070
H 0.076 1.476 1.094 0.012 -0.068 -0.027 0.2097
H 1.145 -0.305 2.121 -0.014 -0.031 -0.167 0.1258
H 1.320 -1.486 0.693 -0.058 0.156 0.020 0.1314
```
Positions in Å, forces in eV/Å.